Entry w
The following is a DFT calculation (ωB97M-V/def2-TZVPD) of a cluster of 2 separate species, C8H16Si in total.

The gap between HOMO and LUMO is 10.211 eV.

```
! wB97M-V def2-TZVPD RIJCOSX def2/J DEFGRID3
* xyz 0 1
C -2.1802 0.0851 -2.2972
C -1.7062 0.6384 -1.2341
C -1.1070 -1.7688 0.4987
C -1.6621 -0.7929 1.4662
C -0.7666 -0.3307 0.3329
C 1.4481 0.2945 -1.5562
C 2.0122 -0.8752 1.1956
C 0.9514 2.1400 1.0252
Si 0.9154 0.3544 0.2942
H -2.6166 0.6792 -3.0102
H -2.0146 -0.9434 -2.5123
H -1.6578 1.7340 -1.0397
H -0.2935 -2.3772 0.9061
H -1.7181 -2.3833 -0.1644
H -2.7065 -0.4643 1.5292
H -1.1174 -0.8642 2.4548
H 2.3443 -0.4013 -1.6448
H 0.5427 -0.0647 -2.0979
H 1.7557 1.2209 -2.0557
H 2.2247 -1.8854 0.6939
H 3.0582 -0.5558 1.4206
H 1.5334 -0.9751 2.1744
H 0.1764 2.7797 0.6025
H 0.6662 2.2878 2.0748
H 1.9180 2.4685 0.9436
*
```

Entry x
The following is a DFT calculation (ωB97M-V/def2-TZVPD) of the molecule C8H16Si.

The gap between HOMO and LUMO (alpha / beta) is 7.763 / 8.590 eV.

```
! wB97M-V def2-TZVPD RIJCOSX def2/J DEFGRID3
* xyz 0 1
C -2.1391 -0.3412 -0.5635
C -2.3988 -1.5520 -0.9189
C -1.4197 0.8016 0.0657
C -0.3623 0.3360 0.8860
C -2.4703 1.6550 0.7404
C 2.0278 1.4787 -0.2945
C 0.9864 -1.4765 -1.3702
C 2.4417 -1.0053 1.3539
Si 1.2237 -0.2111 0.0078
H -2.0677 -2.4912 -0.7446
H -3.3185 -1.4407 -1.5105
H -0.9385 1.3161 -0.7930
H -0.6428 0.3555 1.9555
H -3.2683 1.0496 1.2164
H -2.9591 2.4114 0.1133
H -2.0662 2.2026 1.5393
H 2.8199 1.3881 -1.2358
H 1.3183 2.1268 -0.7489
H 2.5443 1.7975 0.5261
H 1.2914 -1.0665 -2.3234
H 1.4353 -2.3950 -1.1755
H 0.0115 -1.5697 -1.5959
H 2.2104 -0.4981 2.2817
H 2.2325 -2.0445 1.5470
H 3.5082 -0.8272 1.0415
*
```

Which one sits at the bottom of the stability order? entry x does.